Molecular formula: C46H34Br2CoNO2P2S
Method: DFT, the ωB97M-V functional and the def2-TZVPD basis

Properties
Expectation value of S² ... 3.762
Total charge ... +1
Largest force on an atom ... 2.98 eV Å⁻¹
Spin multiplicity ... 4
Calculated total energy ... -9590.04000 hartree
Molecular weight ... 945.539 g mol⁻¹

Last column: Mulliken spin population.
Cartesian coordinates (Å):
Co 0.73236 -0.44078 0.35354  2.6728
O -2.44745 2.51653 2.07688  0.0102
S -1.97624 1.37505 1.22953  0.0132
C -3.08165 0.02071 1.59446  -0.0100
C -4.15928 0.44102 2.35726  0.0045
C -4.92814 -0.58212 2.94900  0.0015
C -4.61813 -1.90868 2.74726  0.0006
C -3.40974 -2.26272 2.06667  0.0054
C -2.69949 -1.28816 1.40822  -0.0004
P -1.25674 -1.69255 0.37001  0.0403
C -0.86102 -3.49218 0.57041  -0.0379
C 0.44210 -3.79484 1.02754  0.0175
C 0.76655 -5.08792 1.28704  0.0043
C -0.13269 -6.08820 1.03260  -0.0001
C -1.41337 -5.85529 0.56767  0.0008
C -1.75492 -4.55883 0.22273  -0.0007
C -1.93770 -1.61059 -1.28116  -0.0164
C -0.98712 -1.77630 -2.26912  0.0408
C -1.34726 -1.68794 -3.60416  0.0037
C -2.67876 -1.54858 -3.92015  0.0035
C -3.60285 -1.19253 -2.91572  -0.0004
C -3.20489 -1.20442 -1.56667  0.0037
C -2.44226 1.81720 -0.48399  -0.0015
C -3.73659 2.16237 -0.80373  0.0007
C -4.03496 2.50628 -2.12827  0.0023
C -3.00510 2.44515 -3.10387  -0.0004
C -1.67218 2.14776 -2.75805  0.0058
C -1.39864 1.92643 -1.39688  0.0096
P 0.32752 1.50658 -0.93772  0.0708
C 1.01609 2.95870 -0.01415  -0.0188
C 0.18723 3.96511 0.43796  0.0090
C 0.62701 5.03121 1.29272  -0.0015
C 1.97834 4.93054 1.70140  0.0032
C 2.80479 3.87199 1.28009  0.0020
C 2.32642 2.89568 0.43522  0.0086
C 1.34848 1.72900 -2.44461  -0.0325
C 1.51652 2.93309 -3.13692  -0.0012
C 2.38175 2.96328 -4.26887  0.0009
C 2.94235 1.75213 -4.73647  0.0000
C 2.60744 0.56582 -4.11448  0.0021
C 1.89382 0.54624 -2.93580  0.0172
H -4.34464 1.46283 2.45681  -0.0003
H -5.81047 -0.37667 3.51280  0.0001
H -5.22583 -2.66192 3.21456  0.0000
H -3.04223 -3.27109 2.22926  0.0006
H 1.20366 -2.99239 1.30679  0.0081
H 1.75934 -5.39943 1.63707  0.0000
H 0.29243 -7.07126 1.27740  0.0001
H -2.16367 -6.64599 0.48271  0.0001
H -2.74034 -4.39505 -0.11082  0.0008
H 0.06806 -1.94939 -2.02385  -0.0131
H -0.58579 -1.78940 -4.31008  0.0007
H -3.02642 -1.53486 -4.95251  0.0001
H -4.59712 -1.02191 -3.17257  0.0001
H -3.92903 -0.85717 -0.75495  0.0005
H -4.52260 2.20063 -0.10295  0.0001
H -5.04681 2.71178 -2.44723  0.0000
H -3.30415 2.70661 -4.14697  0.0000
H -0.91849 2.13326 -3.51085  0.0006
H -0.78271 3.92137 0.04449  0.0001
H -0.07651 5.78424 1.66901  0.0000
H 2.30930 5.66587 2.43621  0.0003
H 3.80251 3.85233 1.64562  0.0002
H 2.95946 2.09641 0.20997  -0.0126
H 1.09266 3.87107 -2.74658  0.0005
H 2.53239 3.84586 -4.86406  0.0000
H 3.50509 1.82680 -5.67836  -0.0001
H 2.99002 -0.35977 -4.55078  0.0000
H 1.71969 -0.39313 -2.51360  0.0144
C 0.41031 1.09697 3.37153  0.0197
C 1.83852 0.69709 3.04183  0.0216
C 2.94339 0.91757 3.89031  -0.0066
C 4.09448 0.24107 3.66905  0.0112
C 4.22665 -0.59666 2.52331  -0.0069
C 5.37226 -1.31257 2.16305  0.0070
Br 6.87541 -1.04643 3.24838  0.0008
C 5.45161 -2.11355 1.10821  -0.0049
C 4.34349 -2.12837 0.22508  0.0301
Br 4.52177 -3.21421 -1.30773  0.0014
C 3.21349 -1.41209 0.40183  -0.0114
O 2.11624 -1.58248 -0.33042  0.0894
C 3.14061 -0.60364 1.60861  0.0126
N 1.96742 0.01933 1.91863  -0.0094
H 0.36511 1.56406 4.30639  -0.0001
H -0.12711 0.13462 3.34365  0.0025
H -0.07918 1.73639 2.61056  0.0067
H 2.85639 1.55200 4.74923  0.0006
H 4.92671 0.47025 4.22139  0.0012
H 6.31305 -2.71418 0.81314  0.0000